Density functional theory data (wB97M-V/def2-TZVPD) for C30H37AgGeNOSb as an isolated structure.

ORCA input file:
```
! RIJCOSX wB97M-V def2-TZVPD def2/J DEFGRID3
* xyz -1 2
Ag 0.3042 0.3164 -0.5216
C -3.1853 -0.0871 -2.2632
Ge -1.8765 -1.5503 -2.4335
C -2.3005 -2.8481 -1.0120
C -2.2985 -2.4306 -4.1584
C -0.0592 -0.9437 -2.2399
H -4.2116 -0.4543 -2.3574
H -3.0185 0.6759 -3.0290
H -3.0694 0.3884 -1.2854
H -3.3208 -3.2328 -1.1005
H -2.1938 -2.3586 -0.0391
H -1.6064 -3.6936 -1.0397
H -3.3414 -2.7626 -4.1720
H -1.6566 -3.3007 -4.3250
H -2.1492 -1.7331 -4.9880
H 0.2428 -0.4297 -3.1591
H 0.5599 -1.8474 -2.1666
O 0.5360 2.2238 0.4823
N 0.6724 2.8122 1.6951
C -0.4356 3.0891 2.4784
C -0.2902 3.6253 3.7221
C 0.9901 3.9377 4.2439
C 2.0971 3.7256 3.3769
C 1.9246 3.1922 2.1359
H -1.3833 2.8333 2.0283
H -1.1830 3.8115 4.3076
H 1.1180 4.3375 5.2409
H 3.1008 4.0022 3.6839
H 2.7214 3.0230 1.4283
C 5.2503 -3.1710 1.7569
C 4.0857 -4.0306 2.1837
C 4.3434 -5.3384 2.5982
C 3.3352 -6.1798 3.0465
C 2.0315 -5.7146 3.0872
C 1.7596 -4.4216 2.6623
C 2.7643 -3.5575 2.2225
Sb 1.8880 -1.7031 1.4407
C 3.5915 -0.4203 1.1826
C 4.0011 0.4653 2.1753
C 5.0817 1.3164 1.9787
C 5.7481 1.3029 0.7657
C 5.3233 0.4474 -0.2445
C 4.2488 -0.4176 -0.0579
C 3.8195 -1.3333 -1.1828
C 1.0688 -1.0725 3.3364
C -0.2259 -0.5659 3.2012
C -1.0010 -0.2415 4.3051
C -0.4783 -0.4203 5.5737
C 0.8102 -0.9161 5.7230
C 1.5981 -1.2592 4.6270
C 2.9675 -1.8406 4.8921
H 6.1886 -3.7182 1.8624
H 5.3129 -2.2647 2.3604
H 5.1591 -2.8509 0.7184
H 5.3658 -5.7025 2.5720
H 3.5684 -7.1894 3.3622
H 1.2308 -6.3538 3.4407
H 0.7328 -4.0651 2.6933
H 3.4487 0.5269 3.1049
H 5.3776 2.0029 2.7632
H 6.5881 1.9657 0.5941
H 5.8376 0.4511 -1.2005
H 4.5324 -1.3044 -2.0068
H 2.8383 -1.0393 -1.5666
H 3.7373 -2.3714 -0.8469
H -0.6349 -0.4102 2.2081
H -1.9965 0.1641 4.1712
H -1.0641 -0.1640 6.4487
H 1.2183 -1.0479 6.7197
H 3.2923 -1.6010 5.9053
H 3.7129 -1.4609 4.1939
H 2.9546 -2.9266 4.7873
*
```

Calculated values
relative energy (zero: lowest compared OMol25 entry of this formula, charge and spin): 0.0 kcal/mol
gap between HOMO and LUMO (spin up / spin down): 4.12 / 7.03 eV
highest occupied orbital energy (spin up / spin down): -1.5 / -4.4 eV
DFT total energy: -102298.153 eV

---

Density functional theory data (wB97M-V/def2-TZVPD) for C30H37BBr2FN4O5STm as an isolated structure.

ORCA input file:
```
! RIJCOSX wB97M-V def2-TZVPD def2/J DEFGRID3
* xyz 2 3
Tm 3.4427 -0.1136 -0.1960
Br 3.0921 0.1124 3.1557
C 4.9230 -0.4807 3.2648
Br 6.0242 0.5569 2.0989
H 4.9637 -1.5179 2.9136
H 5.2476 -0.3236 4.2763
C -2.8870 1.9528 -4.3744
C -2.6305 0.5205 -3.9093
N -1.6470 0.4643 -2.8141
C -0.3298 0.3830 -3.1386
C 0.6591 0.3230 -2.1949
C 2.1785 0.2881 -2.3698
O 2.7122 -0.8374 -2.1251
O 2.7796 1.3655 -2.3677
C 0.3150 0.3032 -0.8108
O 1.2430 0.2510 0.0838
C -1.0700 0.4596 -0.4577
C -1.5081 0.5189 0.8750
C -2.8271 0.7337 1.1719
F -3.2453 0.7335 2.4558
C -3.7818 0.9093 0.1674
C -3.3657 0.8419 -1.1533
C -2.0357 0.5637 -1.4830
N -5.1632 1.1777 0.3828
C -6.0600 0.0496 0.0656
C -7.4584 0.5708 -0.2493
N -7.9814 1.3724 0.8923
C -7.0123 2.4275 1.3293
C -5.6257 1.8399 1.5920
H -3.5371 1.9510 -5.2564
H -1.9531 2.4483 -4.6184
H -3.3730 2.5418 -3.5812
H -2.2462 -0.0975 -4.7212
H -3.5376 0.0421 -3.5316
H -0.0962 0.3618 -4.2089
H -0.7821 0.3605 1.6579
H -4.0840 1.0762 -1.9311
H -6.0852 -0.6520 0.9064
H -5.6914 -0.4634 -0.8298
H -8.1332 -0.2814 -0.4368
H -7.4592 1.2236 -1.1167
H -8.2180 0.7605 1.6721
H -8.8800 1.8004 0.6611
H -7.3979 2.9314 2.2059
H -6.9287 3.1649 0.5382
H -5.6452 1.1686 2.4705
H -4.9535 2.6621 1.8468
S 2.9259 4.4758 1.1135
C 2.8068 2.7637 1.0588
N 3.6942 2.1666 0.3281
C 4.5821 3.0528 -0.2435
C 5.6653 2.7316 -1.0520
C 6.4502 3.7495 -1.5468
C 6.1164 5.0856 -1.3056
C 5.0405 5.4284 -0.4783
C 4.2887 4.3888 0.0563
H 2.0351 2.2258 1.5760
H 5.9882 1.6880 -1.2723
H 7.3134 3.5045 -2.1294
H 6.6945 5.8737 -1.7306
H 4.8155 6.4388 -0.2243
C 0.8455 -4.2088 0.1135
C 2.3131 -4.0866 0.4828
C 3.1068 -5.1439 -0.2911
O 2.7836 -2.7729 0.0833
B 3.7003 -2.3236 1.0117
O 3.8147 -3.1767 2.0889
C 2.6229 -4.0549 2.0158
C 2.8962 -5.3873 2.6992
C 1.5304 -3.3176 2.7555
H 0.7876 -4.1112 -0.9717
H 0.2458 -3.4430 0.5877
H 0.4841 -5.2055 0.4031
H 3.0065 -4.9626 -1.3632
H 2.7551 -6.1482 -0.0388
H 4.1747 -5.1155 -0.0255
H 3.6885 -5.9492 2.2439
H 1.9768 -5.9792 2.6256
H 3.1408 -5.2227 3.7463
H 1.2913 -2.3636 2.2743
H 1.8348 -3.0999 3.7884
H 0.6337 -3.9455 2.8125
*
```

Calculated values
relative energy (zero: lowest compared OMol25 entry of this formula, charge and spin): 0.0 kcal/mol
gap between HOMO and LUMO (spin up / spin down): 5.90 / 5.90 eV
highest occupied orbital energy (spin up / spin down): -11.3 / -11.3 eV
DFT total energy: -231743.693 eV

---

Density functional theory data (wB97M-V/def2-TZVPD) for a 26-piece molecular cluster, C30H37BCl75NO2P overall.

ORCA input file:
```
! RIJCOSX wB97M-V def2-TZVPD def2/J DEFGRID3
* xyz 1 1
C -0.8114 3.1581 -1.0227
C -1.0923 2.0322 -1.5888
P -1.2580 0.3063 -2.3448
C -3.0790 -0.2586 -2.3008
C -0.6591 0.4696 -4.1598
C 0.1788 1.8456 -4.4128
O 0.8980 1.7535 -5.6846
B -0.1041 -0.8532 -1.2934
N -0.5673 -2.0827 -0.5858
O 1.2833 -0.4331 -1.1880
H -0.1876 3.9675 -0.4925
H -3.6746 0.0938 -3.2260
H -3.1965 -1.4035 -2.1821
H -3.5137 0.1912 -1.3279
H 0.0062 -0.4429 -4.3834
H -1.5555 0.5306 -4.8873
H -0.5422 2.7324 -4.3752
H 0.8837 1.9595 -3.5176
H 0.2509 1.3412 -6.3002
H -0.4045 -1.8844 0.4250
H 0.0479 -2.8899 -0.8274
H 1.6526 -0.2321 -2.0880
C 2.7453 -1.6780 1.7170
Cl 4.0688 -2.5514 0.9337
Cl 1.6810 -2.8035 2.5772
Cl 3.3771 -0.4511 2.8220
H 2.1627 -1.1771 0.9465
C 4.1347 3.2301 -5.3043
Cl 5.3977 2.9577 -6.5117
Cl 4.7386 2.8682 -3.6805
Cl 3.5386 4.8933 -5.3898
H 3.3054 2.5574 -5.5192
C -5.5081 -3.9954 -1.1536
Cl -3.7843 -3.6511 -1.3626
Cl -5.7310 -5.4082 -0.1183
Cl -6.3426 -2.5897 -0.4764
H -5.9377 -4.2114 -2.1301
C 3.8155 -0.8688 -4.4298
Cl 5.5398 -0.5274 -4.6122
Cl 3.5679 -2.2901 -3.4086
Cl 2.9701 0.5345 -3.7536
H 3.4009 -1.0765 -5.4150
C 6.8923 -0.0731 -8.5349
Cl 5.6681 -0.8062 -9.5810
Cl 8.3205 -1.1124 -8.4263
Cl 7.3364 1.5337 -9.1264
H 6.4698 0.0342 -7.5371
C 0.1535 2.6169 2.9491
Cl 0.2481 2.6324 1.1772
Cl -0.3530 1.0237 3.5278
Cl 1.7079 3.0715 3.6589
H -0.5919 3.3476 3.2588
C -4.0172 -6.4745 3.7236
Cl -5.2582 -7.2206 2.7053
Cl -2.5809 -7.5032 3.8108
Cl -3.5826 -4.8717 3.1099
H -4.4202 -6.3622 4.7265
C 2.6019 -2.0910 -12.2246
Cl 1.8410 -0.6502 -11.5337
Cl 3.7473 -2.7994 -11.0768
Cl 1.3764 -3.2775 -12.6928
H 3.1503 -1.7944 -13.1167
C 4.1246 -4.0452 5.4852
Cl 5.4506 -4.9179 4.7026
Cl 3.0676 -5.1679 6.3519
Cl 4.7565 -2.8131 6.5876
H 3.5391 -3.5480 4.7137
C -0.5548 5.9277 5.6365
Cl -0.4533 5.9487 3.8679
Cl -1.0678 4.3333 6.2069
Cl 0.9972 6.3757 6.3538
H -1.2994 6.6587 5.9462
C -1.4452 -2.6196 -6.9918
Cl 0.2624 -2.7144 -6.5359
Cl -2.4666 -2.6942 -5.5493
Cl -1.7694 -1.1410 -7.9080
H -1.6790 -3.4734 -7.6254
C 2.3446 6.5242 10.0610
Cl 0.5817 6.5718 9.9141
Cl 2.9091 4.8562 10.2283
Cl 3.1091 7.3026 8.6666
H 2.6279 7.0732 10.9570
C -5.6174 -3.6779 6.3662
Cl -6.8588 -4.4206 5.3470
Cl -4.2056 -4.7354 6.4969
Cl -5.1361 -2.1037 5.7197
H -6.0336 -3.5304 7.3610
C 2.3260 7.2559 -8.1113
Cl 3.9477 7.0204 -8.7769
Cl 2.4132 8.0145 -6.5145
Cl 1.3381 8.2295 -9.2092
H 1.8560 6.2804 -8.0014
C -4.3350 2.5368 8.2082
Cl -3.0189 1.6597 7.4129
Cl -5.4317 1.4104 9.0185
Cl -3.6900 3.7145 9.3598
H -4.8974 3.0746 7.4470
C -7.2603 1.5089 4.3963
Cl -7.1435 1.4207 2.6334
Cl -7.8446 -0.0236 5.0575
Cl -5.6906 1.9293 5.0996
H -7.9728 2.2898 4.6559
C 7.8821 -4.7099 7.6662
Cl 9.2072 -5.5795 6.8798
Cl 6.8255 -5.8357 8.5303
Cl 8.5137 -3.4785 8.7686
H 7.2951 -4.2118 6.8967
C 6.6867 1.1201 4.5883
Cl 6.7673 1.0893 2.8204
Cl 6.2158 -0.4657 5.2183
Cl 8.2383 1.6243 5.2717
H 5.9303 1.8448 4.8842
C 1.3972 -8.6442 4.2428
Cl 1.6598 -9.3446 5.8452
Cl 2.6693 -7.4761 3.8585
Cl 1.3252 -9.9150 3.0119
H 0.4428 -8.1206 4.2499
C -7.7501 4.5571 -0.0600
Cl -6.4630 3.5712 -0.7715
Cl -8.9086 3.5352 0.8038
Cl -7.0680 5.7797 1.0237
H -8.2762 5.0680 -0.8648
C -1.5904 -12.1578 2.9840
Cl -1.9406 -13.4938 1.8781
Cl -2.5657 -10.7390 2.5742
Cl -1.8775 -12.6461 4.6597
H -0.5403 -11.8930 2.8797
C -11.7074 6.6306 1.9169
Cl -10.0919 6.2764 1.2857
Cl -11.5969 7.4596 3.4757
Cl -12.6287 7.6018 0.7602
H -12.2310 5.6881 2.0665
C -5.5024 3.4933 -4.9394
Cl -6.2112 4.9937 -4.3294
Cl -4.4124 2.7854 -3.7352
Cl -6.7689 2.3417 -5.3831
H -4.9228 3.7259 -5.8307
C 0.7412 7.1849 0.6100
Cl -0.2961 7.6670 -0.7392
Cl 0.6364 5.4357 0.8805
Cl 2.4152 7.6671 0.3119
H 0.3929 7.6913 1.5089
C 11.5061 -2.9884 -7.5141
Cl 11.7271 -3.7136 -5.9155
Cl 12.8097 -1.8454 -7.8648
Cl 11.4245 -4.2415 -8.7603
H 10.5642 -2.4436 -7.5151
*
```

Calculated values
gap between HOMO and LUMO: 7.86 eV
highest occupied orbital energy: -11.8 eV
DFT total energy: -986431.638 eV

---

Density functional theory data (wB97M-V/def2-TZVPD) for a 2-piece molecular cluster, C30H37F2O4 overall.

ORCA input file:
```
! RIJCOSX wB97M-V def2-TZVPD def2/J DEFGRID3
* xyz -1 1
C 3.9273 -2.7799 4.5143
C 2.9573 -1.6314 4.4598
O 1.6196 -2.1350 4.4435
C 0.7336 -1.1058 4.3179
C -0.6466 -1.6264 4.3099
C -1.7276 -0.6740 4.3127
O -1.5802 0.5395 4.2064
C -3.1796 -1.2324 4.4089
C -3.2825 -2.6805 4.8408
C -2.2600 -3.5525 4.1130
C -0.8326 -3.0832 4.4259
O 1.1154 0.0484 4.2300
H 4.9319 -2.3560 4.5171
H 3.8110 -3.3708 5.4271
H 3.8414 -3.4297 3.6386
H 3.0865 -0.9871 5.3411
H 3.1369 -1.0317 3.5571
H -3.7518 -0.5929 5.0951
H -3.6310 -1.1031 3.4117
H -3.1156 -2.7429 5.9225
H -4.2958 -3.0410 4.6387
H -2.3642 -4.6035 4.4085
H -2.4174 -3.4863 3.0277
H -0.1275 -3.5980 3.7551
H -0.5773 -3.4122 5.4515
C 3.2675 -1.2181 -4.0719
C 3.0264 -0.9204 -2.5900
C 2.9368 -2.2434 -1.8352
C 4.2026 -0.1161 -2.0302
C 1.7295 -0.1023 -2.4333
C 0.6704 -0.5405 -1.6934
C -0.5332 0.2192 -1.5285
C -1.5724 -0.2592 -0.7181
C -2.8277 0.4109 -0.5927
C -3.5464 0.9077 -1.7224
C -4.7418 1.5859 -1.5303
F -5.4210 2.0631 -2.6323
C -5.2877 1.8220 -0.2679
C -4.5717 1.3194 0.8228
F -5.1043 1.4943 2.0814
C -3.3707 0.6420 0.6992
C -0.5860 1.5040 -2.1605
C 0.4241 2.0082 -2.9273
C 0.3292 3.3905 -3.6071
C 1.4412 4.2982 -3.0723
C -1.0173 4.0560 -3.3285
C 0.4874 3.2225 -5.1210
C 1.6405 1.2056 -3.1089
O 2.5825 1.6267 -3.8242
H 3.3782 -0.2766 -4.6147
H 4.1711 -1.8244 -4.2015
H 2.4073 -1.7602 -4.4795
H 2.7898 -2.0689 -0.7633
H 2.1094 -2.8508 -2.2188
H 3.8655 -2.8123 -1.9634
H 4.0158 0.1177 -0.9763
H 5.1341 -0.6869 -2.1138
H 4.3000 0.8194 -2.5859
H 0.7010 -1.5025 -1.1764
H -1.3989 -1.1605 -0.1280
H -3.1586 0.7493 -2.7297
H -6.2211 2.3605 -0.1433
H -2.7940 0.3284 1.5700
H -1.4776 2.1047 -1.9989
H 2.4136 3.8539 -3.2987
H 1.3795 5.2931 -3.5290
H 1.3429 4.3949 -1.9852
H -1.8437 3.4326 -3.6907
H -1.1433 4.2404 -2.2551
H -1.0759 5.0223 -3.8441
H -0.2819 2.5359 -5.4918
H 0.3878 4.1877 -5.6313
H 1.4703 2.7947 -5.3330
*
```

Calculated values
relative energy (zero: lowest compared OMol25 entry of this formula, charge and spin): 0.0 kcal/mol
gap between HOMO and LUMO: 3.88 eV
highest occupied orbital energy: -3.2 eV
DFT total energy: -45336.509 eV